13
Properties=species:S:1:pos:R:3:forces:R:3 method="wB97M-V/def2-TZVPD" e_tot_ev=-7691.5855 gap_ev=8.08 e_homo_ev=-8.54 e_lumo_ev=-0.5
C -0.841 0.547 -0.117 0.07 -0.01 0.28
C 0.414 -0.115 0.339 -0.23 -0.37 -0.07
N 0.498 -1.401 0.254 -0.22 0.16 0.59
H 1.350 0.480 0.530 -0.09 -0.06 -0.32
C 2.624 1.173 -0.229 1.44 0.79 -0.41
N 3.587 1.745 -0.549 -0.40 -0.24 0.06
H -2.766 0.210 0.443 -0.08 -0.18 0.01
H -0.713 0.819 -1.180 0.22 -0.10 0.31
H 1.377 -1.880 0.428 -0.22 0.17 0.20
H -0.374 -1.923 0.255 0.12 -0.16 -0.48
H -0.927 1.501 0.410 -0.13 -0.16 0.02
N -1.974 -0.332 0.127 -0.37 0.04 -0.18
H -2.253 -0.825 -0.712 -0.12 0.13 -0.02


13
Properties=species:S:1:pos:R:3:forces:R:3 method="wB97M-V/def2-TZVPD" e_tot_ev=-7688.3790 gap_ev=8.35 e_homo_ev=-7.65 e_lumo_ev=0.7
H -3.435 -1.150 0.379 0.53 1.99 0.34
C -2.727 -0.249 0.365 2.44 -1.79 -0.89
H -3.035 0.990 1.142 1.37 -4.30 -2.85
H 3.419 -1.172 0.115 -0.64 1.72 0.08
C 0.789 0.489 -0.133 0.31 1.30 -0.36
N 2.913 -0.263 0.273 1.62 -0.15 -0.55
N 1.579 -0.494 0.053 -1.78 0.42 -0.49
C -1.447 -0.623 -0.330 -3.15 0.93 1.41
H 1.109 1.597 -0.121 0.01 -1.67 -0.02
H -0.904 -1.677 -1.020 -2.44 3.32 2.69
N -0.614 0.468 -0.429 1.70 4.23 1.50
H -0.986 1.535 -0.036 0.76 -4.56 -1.53
H 3.340 0.549 -0.259 -0.73 -1.45 0.68


13
Properties=species:S:1:pos:R:3:forces:R:3 method="wB97M-V/def2-TZVPD" e_tot_ev=-7675.0128 gap_ev=9.11 e_homo_ev=-20.15 smiles="[NH2+]=C1CNC=[NH+]1" e_lumo_ev=-11.0 total_charge=+2
H -2.076 -0.516 0.422 0.24 0.01 0.02
H -0.694 -0.888 2.554 -0.27 -0.14 0.23
H 1.832 -0.204 -0.786 -0.37 -0.02 0.06
N 1.149 -0.132 1.199 -7.90 -2.31 2.25
H 1.918 -0.171 1.855 0.03 0.03 0.07
C -0.394 -0.542 1.579 8.28 2.18 -1.76
H -1.790 0.137 -2.008 0.15 0.03 0.05
H -0.209 0.567 -2.559 -0.03 0.04 0.14
H 1.361 1.386 -0.216 -0.27 -0.21 -0.07
N -1.065 -0.338 0.474 -1.22 -0.20 -0.08
N -0.805 0.288 -1.778 0.07 -0.12 0.41
C -0.317 0.104 -0.595 0.37 0.13 -0.52
C 1.091 0.310 -0.142 0.92 0.58 -0.80


14
Properties=species:S:1:pos:R:3:forces:R:3 method="wB97M-V/def2-TZVPD" e_tot_ev=-9741.4671 gap_ev=9.98 e_homo_ev=-9.14 smiles="[H]/N=C/O/C(=N/[H])NC" e_lumo_ev=0.8
C 2.293 0.249 -0.032 0.03 0.03 -0.17
C -0.159 -0.114 0.470 -0.10 0.02 0.32
H 2.019 0.822 -0.919 0.01 -0.08 0.10
H 3.066 0.807 0.509 -0.18 -0.09 -0.13
H 2.721 -0.711 -0.350 -0.13 0.14 0.03
N 1.141 0.099 0.837 -0.26 -0.07 0.11
H -3.453 0.402 -1.486 0.05 0.06 -0.02
H 1.327 -0.112 1.804 -0.05 0.04 -0.14
H -1.054 -0.226 2.191 0.35 -0.16 0.27
N -1.184 -0.326 1.199 0.16 0.10 0.23
N -2.499 0.726 -1.336 0.26 -0.38 -0.21
H -2.052 -1.303 -0.963 -0.01 0.15 -0.08
C -1.771 -0.253 -1.060 -0.21 0.17 -0.41
O -0.395 -0.060 -0.866 0.08 0.08 0.10


14
Properties=species:S:1:pos:R:3:forces:R:3 method="wB97M-V/def2-TZVPD" e_tot_ev=-9738.7121 gap_ev=8.96 e_homo_ev=-8.04 e_lumo_ev=0.9
H -2.863 -0.853 0.825 -0.92 -0.37 1.26
H 2.534 -1.336 0.171 0.25 -0.10 -0.13
H 3.642 0.235 0.157 -0.41 -0.75 -0.38
H -0.570 2.032 -0.089 0.21 -0.62 0.38
N -2.047 0.743 0.049 -1.34 -0.39 0.13
C 1.636 0.544 -0.062 -0.28 0.38 0.07
N 0.301 0.155 -0.042 -0.83 0.06 -0.21
H -0.838 -1.342 -0.046 -0.25 0.05 -0.19
O 0.139 -1.214 -0.068 0.30 -0.61 0.20
H 1.769 1.617 -0.138 -0.11 -0.04 0.07
H -3.156 -0.605 -0.756 0.73 -0.60 0.91
N -2.412 -0.651 -0.025 -0.42 0.34 -2.07
C -0.816 0.957 0.008 2.94 1.71 -0.59
C 2.678 -0.281 0.019 0.14 0.95 0.56


14
Properties=species:S:1:pos:R:3:forces:R:3 method="wB97M-V/def2-TZVPD" e_tot_ev=-9737.1625 gap_ev="7.31 / 7.31" e_homo_ev="-8.91 / -8.92" e_lumo_ev="-1.6 / -1.6"
C 1.511 -1.131 -0.409 -0.15 0.65 -0.22
N -0.365 0.878 0.357 -0.84 -0.82 -2.17
H 0.715 2.383 0.619 1.69 -0.88 -0.61
H 2.115 -0.245 -0.606 0.00 0.00 -0.04
H 2.208 -1.902 -0.057 -0.22 -0.04 0.05
C -1.783 0.325 -0.394 1.17 -1.36 -0.02
N -2.749 1.115 -0.518 -0.15 0.34 0.17
H -2.585 2.039 -0.136 0.16 0.02 -0.15
H -0.148 -1.704 0.907 -0.43 0.42 -0.35
C 0.516 -0.884 0.671 0.62 0.55 1.72
O -1.503 -0.862 -0.608 -0.31 0.74 -0.22
H 1.036 -1.451 -1.333 -0.01 -0.10 0.03
N 0.126 1.907 -0.085 -1.95 0.62 1.85
H 0.906 -0.469 1.593 0.42 -0.12 -0.04


14
Properties=species:S:1:pos:R:3:forces:R:3 method="wB97M-V/def2-TZVPD" e_tot_ev=-9742.0093 gap_ev=9.99 e_homo_ev=-9.09 smiles="C=N[C@H](N)C(N)=O" e_lumo_ev=0.9
O 0.037 2.387 0.308 0.08 -0.38 0.15
H -1.271 0.083 -0.536 0.04 0.02 0.07
N 0.324 0.593 -1.768 -0.12 -0.03 -0.11
H 0.616 1.397 2.529 0.02 -0.04 -0.11
C -0.167 0.142 -0.500 -0.19 0.10 0.05
C -0.536 -2.062 0.013 0.16 0.08 -0.01
C 0.127 1.202 0.574 -0.05 0.21 -0.01
H 0.788 1.485 -1.732 0.17 -0.03 0.01
H -1.571 -1.905 -0.324 0.10 0.01 0.16
N 0.392 0.717 1.818 0.07 0.13 -0.04
H 0.760 -0.096 -2.354 0.12 -0.03 0.16
N 0.347 -1.157 -0.063 -0.39 -0.21 -0.03
H 0.773 -0.214 1.909 -0.14 0.13 -0.07
H -0.297 -3.035 0.442 0.14 0.05 -0.22


14
Properties=species:S:1:pos:R:3:forces:R:3 method="wB97M-V/def2-TZVPD" e_tot_ev=-9742.4417 gap_ev=10.08 e_homo_ev=-9.22 e_lumo_ev=0.9
C 0.323 -1.591 -0.114 0.40 -0.15 -0.22
H -0.792 -3.006 -1.028 -0.02 0.04 0.08
N -0.802 -2.054 -0.703 0.12 -0.07 -0.08
C 0.361 -0.086 0.090 0.37 -0.21 -0.51
H 2.129 -0.381 0.958 -0.14 0.03 0.09
C -0.822 1.920 0.068 0.35 0.24 -0.70
O 1.259 -2.285 0.251 -0.26 0.07 -0.05
N -0.550 0.595 -0.469 0.14 0.00 -0.33
H -1.482 2.537 -0.560 0.28 -0.52 -0.06
N 1.406 0.326 0.890 -0.21 0.02 -0.14
H -1.411 1.489 0.854 -0.41 1.36 1.45
H -1.435 -1.388 -1.124 0.14 0.02 0.16
H 1.749 1.258 0.710 -0.08 -0.09 0.14
H 0.051 2.571 0.340 -0.69 -0.75 0.17


14
Properties=species:S:1:pos:R:3:forces:R:3 method="wB97M-V/def2-TZVPD" e_tot_ev=-9739.3629 gap_ev="9.11 / 9.11" e_homo_ev="-8.78 / -8.78" e_lumo_ev="0.3 / 0.3"
H -2.580 1.291 0.163 0.12 -0.02 -0.02
H -0.151 -2.212 1.123 0.05 0.02 -0.13
N 0.351 -1.888 0.305 0.15 -0.02 0.11
N 0.664 -0.066 -1.198 0.03 0.09 0.27
H -1.356 1.158 -1.071 -0.02 -0.02 0.13
H 1.221 -2.340 0.072 -0.15 0.09 0.02
C 1.397 0.952 -0.696 0.15 0.11 -0.28
C -1.102 -0.026 0.570 -0.02 -0.01 0.21
H 0.827 0.596 0.672 -0.04 -0.08 0.02
O -1.590 -0.545 1.559 0.13 0.19 -0.33
H 1.447 1.904 -1.245 -0.01 -0.12 0.07
H 2.315 0.746 -0.137 -0.20 0.00 0.03
N -1.660 0.994 -0.124 -0.08 -0.07 0.00
C 0.216 -0.564 0.006 -0.11 -0.17 -0.09


14
Properties=species:S:1:pos:R:3:forces:R:3 method="wB97M-V/def2-TZVPD" e_tot_ev=-9737.3903 gap_ev=9.09 e_homo_ev=-8.61 e_lumo_ev=0.5
C 0.640 -1.180 0.031 4.11 -0.59 1.14
C 1.664 0.057 0.407 -2.94 -1.33 1.71
N -0.587 -1.309 -0.010 -2.60 -0.76 -0.21
H 1.895 -0.498 2.432 2.91 0.13 -4.33
H 2.163 0.197 -0.590 0.20 0.65 1.59
O 2.553 -0.471 1.497 -3.81 0.75 1.92
N -2.395 1.709 -1.078 3.22 -2.37 -1.33
H -2.023 2.367 -1.884 -0.83 -1.93 2.04
H -0.570 0.767 -1.458 0.40 -0.77 -0.31
N -1.537 -0.257 0.070 -1.61 -1.97 1.75
C -1.510 0.673 -0.944 -3.16 4.85 0.72
H 1.197 -2.245 -0.018 -0.96 2.57 0.05
H -2.456 -0.729 0.635 3.08 2.43 -2.81
H 0.966 0.919 0.912 1.99 -1.67 -1.95


14
Properties=species:S:1:pos:R:3:forces:R:3 method="wB97M-V/def2-TZVPD" e_tot_ev=-9738.9523 gap_ev=9.53 e_homo_ev=-8.72 smiles="Cn1[nH]c(=O)n1C" e_lumo_ev=0.8
H 0.319 0.926 1.981 0.82 0.02 0.34
H -1.795 -0.010 -1.879 0.78 0.14 2.28
C -1.189 -0.288 -0.905 -2.49 -0.09 -0.94
C 1.845 0.707 -0.874 4.55 -0.13 1.09
H -0.893 -1.265 -1.226 0.93 -0.93 0.36
H 0.876 1.464 -2.622 -0.05 -0.11 1.04
N 0.998 0.376 0.141 -1.23 -0.03 -2.33
O 3.065 0.832 -0.957 -1.31 -0.05 0.47
N -0.160 0.711 -0.724 1.05 1.18 -0.32
H -1.907 -0.407 0.043 1.67 0.69 -2.15
N 0.923 0.812 -1.831 -3.70 -0.79 -0.26
C 0.874 0.086 1.521 -0.94 3.12 -0.77
H 0.199 -0.670 1.605 -1.57 -2.81 0.44
H 1.796 -0.139 1.949 1.47 -0.21 0.75


14
Properties=species:S:1:pos:R:3:forces:R:3 method="wB97M-V/def2-TZVPD" e_tot_ev=-9742.0845 gap_ev=10.76 e_homo_ev=-9.78 smiles="[H]/N=C/NC(=O)NC" e_lumo_ev=1.0
C -2.050 -0.220 -0.452 -0.08 0.28 -0.10
H 2.094 1.571 -0.011 0.07 -0.26 -0.01
H -2.686 1.358 -1.262 -0.24 -0.03 0.09
H -1.223 -0.247 1.362 0.13 0.02 -0.08
H 0.933 0.096 1.552 -0.11 0.08 -0.17
N -1.185 -0.823 0.527 0.09 0.06 0.07
C 0.087 -0.777 -0.103 0.18 0.01 -0.21
C 2.162 0.481 -0.135 0.17 -0.05 -0.05
H 3.147 0.130 0.184 -0.10 0.08 -0.05
N 1.095 -0.178 0.597 -0.13 -0.18 0.07
H -2.505 -0.921 -1.150 0.04 0.13 0.00
N -2.125 1.039 -0.476 -0.23 -0.29 -0.04
H 2.016 0.232 -1.188 0.14 0.07 0.16
O 0.205 -1.165 -1.251 0.07 0.08 0.32